A 13-piece molecular cluster, C39H68O39 overall, computed with ωB97M-V with the def2-TZVPD basis set.

Each line ends with the Löwdin charge.
Atoms and positions in Å:
C -0.976 1.192 -0.554  -0.0655
C -0.616 0.749 0.862  -0.1391
O 0.633 0.121 0.741  0.0931
C 0.993 0.063 -0.525  -0.5478
O 2.105 -0.398 -0.846  0.0635
O 0.157 0.686 -1.348  0.0671
H -0.960 2.280 -0.626  0.1036
H -1.873 0.809 -1.041  0.1105
H -1.445 0.089 1.116  0.1073
H -0.649 1.620 1.515  0.1057
C -2.193 0.984 7.236  -0.0655
C -1.874 2.543 7.207  -0.0688
O -1.651 2.732 5.789  0.0521
C -1.274 1.597 5.207  -0.5396
O -0.684 1.434 4.127  0.1090
O -1.505 0.582 6.038  0.0616
H -3.264 0.783 7.215  0.1266
H -1.769 0.605 8.166  0.1273
H -1.097 2.874 7.897  0.1263
H -2.710 3.194 7.463  0.1229
C -2.742 4.062 2.722  -0.0954
C -3.328 3.427 1.500  -0.1063
O -2.668 4.195 0.473  0.0571
C -2.315 5.399 0.930  -0.5730
O -2.072 6.356 0.268  0.1581
O -2.319 5.379 2.286  0.0761
H -1.922 3.448 3.095  0.1140
H -3.589 4.229 3.387  0.1349
H -4.418 3.441 1.495  0.1276
H -2.928 2.417 1.407  0.1201
C -5.805 2.424 -1.276  -0.0532
C -6.810 1.262 -1.295  -0.0987
O -6.030 0.140 -0.986  0.0987
C -4.877 0.419 -0.520  -0.5532
O -4.097 -0.369 0.055  0.1058
O -4.661 1.781 -0.595  0.0023
H -6.064 3.148 -0.504  0.1257
H -5.575 2.807 -2.270  0.1293
H -7.178 1.095 -2.308  0.1362
H -7.616 1.433 -0.581  0.1360
C 0.697 5.140 -1.945  -0.0842
C 1.793 6.003 -1.220  -0.0955
O 1.584 5.571 0.113  0.0545
C 1.024 4.326 0.121  -0.5886
O 0.827 3.698 1.094  0.1861
O 0.517 4.045 -1.061  0.0670
H 1.068 4.937 -2.949  0.1342
H -0.253 5.656 -2.087  0.1069
H 1.543 7.064 -1.233  0.1364
H 2.767 5.778 -1.654  0.1124
C 3.607 -2.557 0.780  -0.0695
O 4.492 -3.612 0.867  -0.0333
C 4.423 -4.524 1.910  -0.4807
O 3.649 -4.488 2.897  0.0952
O 5.174 -5.603 1.635  -0.0116
C 6.080 -5.827 0.539  -0.0368
H 2.675 -2.874 0.311  0.0861
H 4.053 -1.701 0.274  0.0896
H 3.295 -2.280 1.787  0.0875
H 5.745 -5.896 -0.496  0.0896
H 6.637 -6.731 0.783  0.0929
H 6.742 -4.962 0.515  0.0878
C -0.556 -0.975 -7.523  -0.0737
O -1.751 -0.528 -6.925  -0.0173
C -2.183 -1.075 -5.737  -0.4780
O -1.712 -2.144 -5.263  0.0983
O -3.140 -0.279 -5.195  -0.0046
C -3.563 -0.585 -3.920  -0.0860
H -0.682 -1.803 -8.220  0.0936
H 0.281 -1.237 -6.876  0.0952
H -0.141 -0.182 -8.145  0.0890
H -3.316 0.189 -3.193  0.0747
H -3.251 -1.513 -3.441  0.0816
H -4.642 -0.740 -3.924  0.1035
C 4.179 1.557 -0.495  -0.0429
O 4.573 2.643 0.275  -0.0029
C 4.903 3.816 -0.253  -0.5185
O 4.828 4.095 -1.448  0.0954
O 5.238 4.728 0.739  -0.0087
C 5.321 6.028 0.316  -0.0933
H 3.244 1.833 -0.982  0.0936
H 3.918 0.780 0.223  0.0804
H 4.932 1.252 -1.222  0.1131
H 4.330 6.400 0.057  0.0855
H 6.034 6.079 -0.507  0.0996
H 5.777 6.639 1.095  0.1000
C 0.915 -6.119 1.788  -0.0122
O 0.226 -4.841 1.864  -0.0200
C 0.330 -3.947 2.860  -0.5449
O 0.982 -4.045 3.937  0.0713
O -0.478 -2.938 2.549  -0.0045
C -0.434 -1.716 3.314  -0.0316
H 0.126 -6.854 1.629  0.0844
H 1.282 -6.280 2.802  0.0923
H 1.683 -6.217 1.021  0.0899
H 0.498 -1.168 3.451  0.0973
H -0.856 -1.943 4.293  0.0938
H -1.142 -0.989 2.914  0.0644
C -4.386 -6.223 -1.472  -0.0441
O -3.810 -5.133 -0.736  0.0378
C -3.159 -4.251 -1.418  -0.6054
O -3.049 -4.137 -2.647  0.0982
O -2.555 -3.437 -0.526  0.0024
C -1.548 -2.464 -0.891  0.0042
H -5.333 -6.128 -2.003  0.0952
H -4.642 -7.058 -0.819  0.0892
H -3.723 -6.758 -2.153  0.0855
H -1.960 -1.742 -1.596  0.0769
H -0.671 -2.906 -1.363  0.0902
H -1.239 -1.945 0.016  0.0813
C -0.721 -6.871 -1.326  -0.0386
O 0.536 -6.189 -1.381  -0.0286
C 0.840 -5.165 -2.243  -0.5184
O 0.014 -4.699 -3.067  0.0748
O 2.059 -4.712 -1.996  0.0040
C 2.459 -3.451 -2.563  -0.0163
H -1.370 -6.700 -2.184  0.0823
H -1.266 -6.425 -0.494  0.0868
H -0.705 -7.946 -1.149  0.0965
H 2.309 -2.610 -1.886  0.0592
H 1.898 -3.232 -3.471  0.0956
H 3.534 -3.486 -2.741  0.0980
C 6.500 -1.937 4.181  -0.0263
O 5.959 -0.598 4.161  -0.0334
C 4.629 -0.357 3.925  -0.5223
O 3.764 -1.205 4.186  0.0965
O 4.499 0.923 3.556  0.0235
C 3.221 1.381 3.250  -0.0646
H 7.095 -2.146 3.292  0.0858
H 5.727 -2.703 4.234  0.0852
H 7.162 -1.884 5.046  0.0926
H 2.656 1.690 4.130  0.0995
H 2.606 0.682 2.683  0.0849
H 3.133 2.244 2.590  0.0863
C -3.272 5.927 -2.589  -0.0919
O -3.227 4.567 -2.724  0.0049
C -2.287 4.026 -3.504  -0.5722
O -1.556 4.604 -4.267  0.1356
O -2.318 2.681 -3.388  0.0023
C -1.285 1.834 -3.954  -0.0253
H -2.339 6.350 -2.217  0.0816
H -4.190 6.303 -2.138  0.1060
H -3.391 6.448 -3.539  0.0951
H -1.409 0.752 -3.977  0.0775
H -0.263 1.904 -3.579  0.0950
H -1.158 2.068 -5.011  0.1005

As for the multiplicity: 1. The electronic energy is -4461.1169 Ha. For the energy relative to the best compared isomer or geometry (same formula, charge and spin), the calculation gives 86.4 kcal per mole. The molar mass is 1160.93 g mol⁻¹.

C63H58AsNO9P3S2V as an isolated structure, computed with ωB97M-V with the def2-TZVPD basis set.

Each line ends with the Löwdin charge.
Atoms and positions in Å:
V -0.444 0.146 0.397  0.5152
C 4.622 -0.244 -6.517  -0.0390
C 3.907 -0.592 -5.240  -0.2516
C 4.476 -0.314 -4.002  -0.0225
C 3.793 -0.600 -2.827  -0.0598
C 2.535 -1.184 -2.899  -0.3597
C 1.951 -1.487 -4.124  -0.0476
C 2.640 -1.186 -5.281  -0.0208
S 1.740 -1.481 -1.355  1.0692
O 0.356 -0.823 -1.400  -0.5635
C 1.449 -3.236 -1.456  -0.3040
C 0.319 -3.722 -2.144  -0.0427
C 0.086 -5.062 -2.151  0.0048
C 0.939 -5.953 -1.450  -0.1422
C 0.689 -7.348 -1.444  -0.0239
C 1.476 -8.194 -0.721  -0.0609
C 2.548 -7.684 0.049  -0.0552
C 2.820 -6.348 0.059  -0.0156
C 2.036 -5.446 -0.708  -0.1114
C 2.291 -4.043 -0.721  -0.1486
C 3.389 -3.441 0.127  -0.1480
C 4.764 -3.651 -0.195  -0.1105
C 5.167 -4.409 -1.327  -0.0144
C 6.490 -4.579 -1.614  -0.0565
C 7.483 -4.001 -0.789  -0.0625
C 7.126 -3.248 0.289  -0.0254
C 5.761 -3.044 0.610  -0.1463
C 5.380 -2.219 1.699  -0.0019
C 4.069 -1.994 1.979  -0.0386
C 3.081 -2.623 1.195  -0.2975
S 1.347 -2.242 1.461  1.0453
O 1.274 -0.726 1.674  -0.5038
C 1.143 -3.045 3.033  -0.3785
C 1.333 -2.352 4.220  -0.0862
C 1.043 -2.989 5.419  -0.0230
C 0.561 -4.299 5.441  -0.2499
C 0.163 -4.954 6.737  -0.0392
C 0.400 -4.973 4.232  -0.0154
C 0.669 -4.349 3.025  -0.0505
H 5.689 -0.100 -6.349  0.0801
H 4.222 0.682 -6.935  0.0917
H 4.492 -1.025 -7.268  0.0844
H 5.460 0.138 -3.953  0.1202
H 4.234 -0.378 -1.861  0.1175
H 0.974 -1.954 -4.174  0.1073
H 2.194 -1.422 -6.242  0.1222
H -0.361 -3.026 -2.623  0.1042
H -0.774 -5.464 -2.673  0.1236
H -0.145 -7.732 -2.022  0.1180
H 1.280 -9.258 -0.726  0.1098
H 3.155 -8.363 0.636  0.1104
H 3.641 -5.965 0.653  0.1203
H 4.411 -4.848 -1.967  0.1205
H 6.785 -5.159 -2.479  0.1097
H 8.529 -4.152 -1.025  0.1096
H 7.883 -2.787 0.913  0.1178
H 6.154 -1.756 2.301  0.1232
H 3.775 -1.336 2.788  0.1169
H 1.681 -1.325 4.202  0.1228
H 1.191 -2.457 6.353  0.1216
H 0.573 -4.426 7.597  0.0789
H 0.496 -5.992 6.775  0.0845
H -0.925 -4.958 6.832  0.0903
H 0.023 -5.990 4.235  0.1253
H 0.501 -4.865 2.084  0.1224
N -4.269 -0.525 3.325  0.1800
C -3.499 -0.545 2.019  -0.4573
C -4.367 -1.151 0.919  -0.0700
P -2.821 1.239 1.908  0.5652
O -5.530 1.665 1.121  -0.0636
O -3.460 1.901 3.096  -0.2970
O -1.293 1.180 1.872  -0.4124
P -2.098 -1.725 2.227  0.3316
O -1.368 -1.009 3.467  -0.1324
O -2.559 -3.053 2.688  -0.2697
O -1.334 -1.600 0.900  -0.4067
H -5.268 -0.590 3.150  0.1600
H -4.061 0.417 3.737  0.1117
H -3.977 -1.292 3.933  0.1487
H -5.274 -0.573 0.755  0.0724
H -4.625 -2.176 1.196  0.0955
H -3.808 -1.216 -0.006  0.0576
H -5.455 2.206 1.920  0.0917
H -0.793 -1.621 3.953  0.0562
C -1.704 2.414 -2.166  -0.3917
C -2.878 3.156 -2.788  -0.4181
As -2.203 4.580 -3.974  1.3123
C -3.909 5.201 -4.695  -0.4244
C -3.975 6.517 -5.154  -0.1291
C -5.150 7.022 -5.691  -0.0805
C -6.276 6.211 -5.787  -0.0875
C -6.214 4.896 -5.353  -0.0863
C -5.035 4.392 -4.810  -0.1128
C -1.991 5.907 -2.554  -0.4097
C -3.076 6.461 -1.874  -0.1355
C -2.872 7.414 -0.886  -0.1063
C -1.580 7.819 -0.560  -0.0865
C -0.495 7.263 -1.221  -0.0829
C -0.703 6.315 -2.218  -0.1249
P -2.205 1.108 -0.961  1.0804
C -3.160 0.040 -2.123  -0.3285
C -4.537 -0.147 -2.228  -0.0961
C -5.074 -0.917 -3.253  -0.0636
C -4.249 -1.516 -4.190  -0.0722
C -2.873 -1.356 -4.088  -0.0692
C -2.335 -0.590 -3.064  -0.1016
C -3.227 2.102 0.291  -0.4063
C -4.760 2.344 0.107  -0.3302
C -5.192 3.784 0.107  -0.0307
C -4.377 4.803 0.347  -0.0728
C -2.940 4.592 0.531  -0.0599
C -2.408 3.379 0.477  -0.1419
H -1.041 3.105 -1.643  0.0642
H -1.112 1.912 -2.933  0.0813
H -3.500 3.626 -2.023  0.0570
H -3.497 2.476 -3.374  0.0548
H -3.104 7.158 -5.080  0.1015
H -5.188 8.048 -6.034  0.1055
H -7.196 6.604 -6.201  0.1037
H -7.085 4.256 -5.434  0.1027
H -5.011 3.360 -4.483  0.0828
H -4.086 6.154 -2.121  0.1086
H -3.722 7.851 -0.374  0.1089
H -1.424 8.575 0.200  0.1072
H 0.512 7.574 -0.972  0.1046
H 0.147 5.891 -2.742  0.0906
H -5.217 0.274 -1.506  0.0840
H -6.147 -1.044 -3.314  0.1107
H -4.673 -2.106 -4.993  0.1087
H -2.219 -1.827 -4.812  0.1055
H -1.259 -0.486 -2.984  0.0760
H -5.093 1.916 -0.827  0.1034
H -6.255 3.935 -0.058  0.1233
H -4.763 5.817 0.381  0.1055
H -2.301 5.454 0.687  0.1083
H -1.346 3.252 0.624  0.0994
O 1.748 2.083 -0.339  0.1716
C 0.817 1.504 -0.056  -0.1458

The expectation value of S² is 3.760. The net charge is +1. As for the multiplicity: 4. The electronic energy is -8167.7031 Ha. For the energy relative to the best compared isomer or geometry (same formula, charge and spin), the calculation gives 9.7 kcal per mole. The molar mass is 1256.08 g mol⁻¹.

A 2-piece molecular cluster, C3H8O2 overall, computed with ωB97M-V with the def2-TZVPD basis set.

Each line ends with the Löwdin charge.
Atoms and positions in Å:
C 0.600 -1.166 -0.698  -0.0500
C 0.291 0.298 -0.454  -0.4390
O 0.202 0.981 -1.684  -0.0268
C -1.028 0.516 0.287  -0.2530
O -1.558 1.603 0.301  0.0505
H -0.225 -1.655 -1.226  0.0874
H 0.774 -1.689 0.250  0.0779
H 1.498 -1.262 -1.316  0.0858
H 1.092 0.739 0.168  0.1441
H -0.275 1.804 -1.485  0.0917
H -1.505 -0.349 0.788  0.1192
H 0.229 -0.239 2.660  0.0584
H -0.078 0.437 2.663  0.0539

The structure (SMILES) is C[C@@H](O)C=O.[H][H]. As for the multiplicity: 1. The electronic energy is -269.5270 Ha. For the energy relative to the best compared isomer or geometry (same formula, charge and spin), the calculation gives 42.6 kcal per mole. The molar mass is 76.09 g mol⁻¹.

A 5-piece molecular cluster, C4H18N2O6 overall, computed with ωB97M-V with the def2-TZVPD basis set.

Each line ends with the Löwdin charge.
Atoms and positions in Å:
O -1.941 1.113 -1.161  -0.0454
C -1.686 -0.088 -1.351  -0.3342
N -0.525 -0.560 -1.791  0.0519
C 0.641 0.275 -2.053  -0.1507
C 1.748 0.100 -0.999  -0.1926
N 2.340 -1.233 -0.944  -0.0518
C 1.921 -2.130 0.107  -0.2752
O 0.549 -2.502 0.016  -0.1079
H -2.466 -0.831 -1.146  0.1468
H -0.322 -1.538 -1.617  0.1181
H 1.030 0.073 -3.051  0.1188
H 0.313 1.309 -2.068  0.1049
H 1.353 0.351 -0.013  0.1045
H 2.537 0.821 -1.247  0.1151
H 2.332 -1.698 -1.839  0.1071
H 2.466 -3.062 0.018  0.1154
H 2.074 -1.615 1.068  0.1267
H -0.020 -1.930 0.576  0.0154
O 0.456 2.783 0.522  -0.0517
H -0.264 2.433 -0.058  0.0573
H 0.203 3.714 0.633  0.0802
O -3.070 1.008 1.426  -0.1007
H -2.592 0.141 1.443  0.0055
H -2.933 1.293 0.490  0.0160
O -1.056 -1.042 1.581  -0.0847
H -1.249 -1.593 2.333  0.0713
H -0.584 -0.221 1.980  0.0457
O -0.237 1.253 2.611  -0.0698
H -1.159 1.571 2.647  0.0549
H 0.140 1.807 1.887  0.0094

The structure (SMILES) is O=CNCCNCO.O.O.O.O. As for the multiplicity: 1. The electronic energy is -724.1928 Ha. For the energy relative to the best compared isomer or geometry (same formula, charge and spin), the calculation gives 0.0 kcal per mole. The molar mass is 190.20 g mol⁻¹.

The molecule C7H9NO2, computed with ωB97M-V with the def2-TZVPD basis set.

Each line ends with the Löwdin charge.
Atoms and positions in Å:
O 1.905 -1.153 0.834  0.0842
N 2.203 -0.319 0.021  -0.4097
O 3.093 -0.388 -0.781  0.0828
C 1.514 0.925 -0.063  -0.0866
C 0.697 1.574 1.075  -0.0037
C -0.082 0.864 0.093  -0.2483
C -1.244 1.023 -0.900  0.0456
C -1.018 -0.205 -0.123  -0.3366
C -0.826 -1.646 -0.509  -0.1047
C -1.630 -1.331 0.709  -0.0560
H 1.822 1.523 -0.920  0.1532
H 0.744 1.079 2.050  0.1244
H 0.739 2.708 0.874  0.1499
H -0.861 0.871 -1.834  0.0819
H -1.998 1.696 -0.980  0.0776
H 0.176 -2.157 -0.476  0.1026
H -1.285 -2.094 -1.492  0.1396
H -2.765 -1.552 0.784  0.1348
H -1.183 -1.416 1.638  0.0691

The structure (SMILES) is O=[N+]([O-])[C@@H]1C[C@@]12CC21CC1. As for the multiplicity: 1. The electronic energy is -477.1113 Ha. For the energy relative to the best compared isomer or geometry (same formula, charge and spin), the calculation gives 176.1 kcal per mole. The molar mass is 139.15 g mol⁻¹.